An isolated molecule of C3H10N2S in a non-equilibrium geometry, computed with the ωB97M-V functional and the def2-TZVPD basis.

Last column: Mulliken charge in e.
Atoms and positions in Å:
H: 2.5376 -1.2708 -1.3362  0.12
C: -1.0249 -0.1618 0.8161  -0.63
H: -0.7774 -0.9015 1.5829  0.36
H: -1.0938 0.7871 1.3710  0.31
S: 2.9606 -0.3033 -0.4783  -0.23
H: 1.5090 0.8540 1.0455  0.43
H: 0.0395 -0.9683 -0.8486  0.17
C: 1.4471 -0.1269 0.5736  -1.00
H: -0.5496 1.0802 -1.7965  0.20
H: -2.3402 0.1834 -0.6274  0.23
C: 0.1278 -0.0965 -0.1999  0.45
H: 1.5278 -0.9286 1.2950  0.40
N: -2.2618 -0.5139 0.1141  -0.67
H: -3.0758 -0.2614 0.6721  0.25
N: 0.0342 1.1288 -0.9752  -0.61
H: 0.9398 1.4996 -1.2080  0.21

Cartesian forces, eV/Å:
-0.07 0.32 0.48
0.26 -0.06 0.34
-0.23 -0.31 -0.21
0.14 0.05 -0.34
-0.31 0.15 -0.18
0.41 -0.10 0.26
0.06 -0.33 0.05
0.27 0.02 -1.03
0.19 -0.17 -0.04
0.01 -0.26 -0.19
-0.18 -0.11 0.50
-0.45 0.02 0.24
-0.27 0.76 -0.17
0.17 -0.37 0.27
-0.15 0.40 0.32
0.15 -0.03 -0.29

## Properties
- LUMO energy (eV) = 0.945
- M (g/mol) = 106.194
- E_tot (hartree) = -627.986527
- net charge = 0
- SMILES = NC[C@@H](N)CS
- ΔE to the lowest compared entry with this formula, charge and spin (kcal per mole) = 5.08
- HOMO (Eh) = -0.3359
- gap between HOMO and LUMO (eV) = 10.0863